No. 1
{
  "formula": "C5H4ErO",
  "method": "wB97M-V/def2-TZVPD",
  "symbols": ["C", "H", "H", "H", "C", "C", "C", "C", "O", "Er", "H"],
  "coordinates": [[1.12865, 1.19346, 2.47194], [1.71373, 1.10100, 3.39279], [-0.83999, -0.12972, 2.61053], [1.75224, 2.00731, 2.08323], [-0.23175, 0.63711, 2.13143], [0.45750, 0.72311, 0.92591], [0.57899, 0.76264, -0.38325], [1.34308, 0.97935, -1.41541], [1.94957, 1.02998, -2.41025], [-1.08989, -2.34633, -0.97410], [-0.21306, 1.27474, 3.28851]],
  "atomic_forces_ev_per_a": [[3.65, 0.95, 1.93], [0.39, -2.54, -0.22], [0.24, -0.04, -0.25], [-2.32, 1.82, 0.03], [-1.09, -0.35, -1.17], [-2.50, 0.01, 2.81], [0.37, -1.06, -0.50], [0.53, -0.39, -0.25], [-0.56, 0.19, 0.72], [0.28, 0.53, 0.01], [1.02, 0.89, -3.11]],
  "mulliken_charge": [-0.76, 0.42, 0.30, 0.32, -0.66, 0.35, -0.61, 0.69, -0.37, 0.90, 0.41],
  "e_tot_ha": -1282.489641,
  "e_above_lowest_kcal_mol": 81.69,
  "s_squared": 3.890,
  "gap_ev": [6.31, 5.08],
  "spin_multiplicity": 4,
  "total_charge": 1,
  "largest_force_ev_per_a": 4.237,
  "homo_energy_ev": [-10.4643, -10.4611],
  "lumo_ev": [-4.2, -5.4]
}

---

No. 2
{
  "formula": "C58H53N4OP3STl",
  "method": "wB97M-V/def2-TZVPD",
  "symbols": ["Tl", "O", "C", "N", "C", "C", "C", "C", "C", "C", "N", "C", "C", "C", "C", "C", "N", "H", "H", "H", "H", "H", "H", "H", "H", "H", "H", "C", "S", "C", "C", "C", "N", "P", "C", "C", "C", "C", "C", "C", "C", "C", "C", "C", "C", "C", "P", "C", "C", "C", "C", "C", "C", "C", "C", "C", "C", "C", "C", "H", "H", "H", "H", "H", "H", "H", "H", "H", "H", "H", "H", "H", "H", "H", "H", "H", "H", "H", "H", "H", "H", "H", "H", "H", "H", "H", "H", "H", "C", "C", "C", "C", "C", "C", "P", "C", "C", "C", "C", "C", "C", "C", "C", "C", "C", "C", "C", "H", "H", "H", "H", "H", "H", "H", "H", "H", "H", "H", "H", "H", "H"],
  "coordinates": [[0.45721, -0.35551, -0.26130], [-4.13025, -0.93140, -0.36765], [-2.93838, -1.33414, -0.40374], [-2.01869, -1.26953, 0.52572], [-2.50969, -0.67165, 1.73625], [-1.42033, -0.37720, 2.73501], [-1.74496, -0.16060, 4.07798], [-0.75010, 0.16413, 4.97581], [0.56044, 0.27131, 4.52503], [0.80275, 0.03494, 3.18501], [-0.16305, -0.27231, 2.31689], [-2.45602, -1.94369, -1.71570], [-3.28125, -1.87989, -2.83721], [-2.81524, -2.38999, -4.03477], [-1.54435, -2.94761, -4.08467], [-0.79675, -2.97200, -2.91785], [-1.23746, -2.48731, -1.75976], [-3.26141, -1.30792, 2.22882], [-3.04109, 0.27833, 1.54821], [-2.77635, -0.25605, 4.39582], [-0.98878, 0.32599, 6.02093], [1.37644, 0.51456, 5.19240], [1.80122, 0.07525, 2.76149], [-4.25333, -1.42228, -2.72604], [-3.43405, -2.35284, -4.92377], [-1.13763, -3.35461, -5.00074], [0.20543, -3.39019, -2.90041], [-0.73850, 4.34014, 5.34684], [-2.24005, 5.12070, 4.71888], [-3.03703, 3.73577, 3.85067], [-2.81810, 3.69639, 2.33961], [-1.35440, 3.44016, 2.02592], [-0.91118, 3.52581, 0.59665], [-1.85432, 2.32845, -0.30828], [-3.47071, 3.17368, -0.50989], [-3.64211, 4.55060, -0.61663], [-4.90403, 5.08319, -0.82433], [-6.00393, 4.23983, -0.94068], [-5.83431, 2.86665, -0.84663], [-4.57156, 2.32859, -0.62445], [-1.33580, 2.51624, -2.05738], [-1.33806, 1.34907, -2.81179], [-1.07852, 1.38588, -4.17682], [-0.79850, 2.59540, -4.79175], [-0.80911, 3.77106, -4.04691], [-1.09558, 3.73121, -2.69413], [0.79138, 3.00189, 0.66191], [1.46255, 4.18330, 1.89714], [2.39204, 3.66247, 2.79155], [2.98047, 4.47236, 3.75793], [2.61905, 5.80494, 3.85377], [1.67390, 6.33062, 2.97736], [1.10660, 5.52803, 2.00341], [1.54424, 3.67221, -0.85630], [1.47928, 4.99791, -1.28184], [2.14782, 5.40150, -2.42235], [2.89068, 4.47891, -3.15476], [2.96936, 3.16232, -2.73534], [2.30234, 2.75872, -1.58308], [-0.18596, 5.10477, 5.89131], [-0.10205, 3.96316, 4.54941], [-0.97820, 3.52646, 6.02932], [-4.10411, 3.82608, 4.05649], [-2.70146, 2.80539, 4.31355], [-3.14827, 4.64001, 1.90031], [-3.46141, 2.91287, 1.93138], [-1.08215, 2.45893, 2.45272], [-0.78761, 4.19397, 2.56559], [-2.78257, 5.20421, -0.52120], [-5.03184, 6.15629, -0.89805], [-6.99078, 4.65673, -1.09888], [-6.68452, 2.20260, -0.93440], [-4.45310, 1.25096, -0.52378], [-1.54432, 0.39974, -2.33266], [-1.08621, 0.46417, -4.74414], [-0.57653, 2.62860, -5.85113], [-0.59827, 4.71975, -4.52506], [-1.12712, 4.65064, -2.12388], [2.64759, 2.61246, 2.73617], [3.70664, 4.05108, 4.44153], [3.06070, 6.43564, 4.61500], [1.37276, 7.36716, 3.06075], [0.34709, 5.93763, 1.34771], [0.88500, 5.71486, -0.72745], [2.08624, 6.43268, -2.74819], [3.40691, 4.79312, -4.05334], [3.54555, 2.44081, -3.29946], [2.36384, 1.72802, -1.24915], [4.69063, -7.03702, -0.44402], [4.81343, -6.00657, -1.36777], [4.09988, -4.83200, -1.19415], [3.26563, -4.64722, -0.08875], [3.15615, -5.68766, 0.83033], [3.85600, -6.87496, 0.65074], [2.34978, -3.04971, 0.02074], [1.39428, -3.29312, 1.56471], [1.93267, -3.10962, 2.83814], [1.14270, -3.27094, 3.96396], [-0.20036, -3.61033, 3.83090], [-0.74639, -3.78261, 2.56907], [0.04738, -3.61921, 1.44017], [3.57828, -1.82929, 0.54683], [4.93101, -2.08006, 0.75496], [5.76045, -1.03665, 1.14659], [5.20801, 0.22430, 1.33413], [3.84203, 0.43086, 1.14108], [2.95412, -0.57769, 0.73625], [5.23863, -7.96058, -0.58140], [5.45892, -6.12263, -2.22953], [4.18641, -4.03853, -1.92899], [2.51080, -5.57462, 1.69170], [3.74877, -7.67330, 1.37455], [2.97168, -2.81402, 2.93858], [1.56728, -3.11352, 4.94827], [-0.82391, -3.71030, 4.71127], [-1.80105, -3.99638, 2.45071], [-0.40035, -3.67321, 0.45577], [5.34799, -3.07168, 0.60476], [6.81941, -1.20511, 1.30254], [5.84651, 1.05287, 1.62582], [3.47634, 1.44411, 1.29708]],
  "atomic_forces_ev_per_a": [[0.18, 0.03, -0.14], [0.00, -0.02, 0.06], [0.05, -0.04, -0.35], [-0.12, 0.11, 0.34], [0.02, -0.07, 0.09], [-0.02, 0.05, 0.05], [-0.06, -0.02, -0.03], [0.03, 0.07, 0.07], [-0.02, -0.01, -0.03], [-0.05, 0.04, 0.07], [0.03, 0.01, -0.08], [0.03, -0.02, 0.12], [0.09, -0.03, 0.03], [-0.05, 0.00, -0.05], [0.02, -0.01, 0.02], [-0.08, 0.04, 0.05], [0.01, -0.05, -0.05], [0.01, 0.01, 0.00], [0.03, -0.03, -0.06], [-0.01, -0.02, 0.00], [0.00, 0.01, 0.00], [0.00, 0.01, 0.01], [-0.02, 0.01, 0.04], [-0.03, 0.00, -0.01], [0.01, 0.01, -0.01], [-0.01, 0.00, -0.03], [0.00, -0.01, -0.01], [0.05, -0.02, 0.01], [0.02, -0.02, -0.03], [-0.05, -0.03, -0.03], [-0.05, 0.03, 0.06], [0.01, 0.02, 0.05], [0.08, 0.10, 0.09], [-0.06, -0.24, 0.04], [0.02, 0.03, -0.17], [-0.03, 0.02, -0.09], [0.02, 0.00, 0.00], [-0.01, -0.01, 0.00], [0.01, 0.04, 0.01], [-0.07, 0.03, 0.02], [-0.03, 0.11, 0.02], [0.04, -0.07, -0.04], [0.01, 0.05, 0.02], [0.00, 0.00, 0.02], [0.00, -0.01, -0.03], [0.02, 0.02, 0.04], [-0.32, -0.11, 0.01], [0.07, 0.04, -0.01], [0.00, 0.09, 0.02], [-0.03, -0.04, -0.01], [0.00, 0.03, 0.00], [0.02, 0.00, 0.02], [-0.01, 0.05, 0.03], [0.11, -0.01, -0.03], [-0.04, 0.04, 0.03], [0.01, -0.04, -0.04], [-0.01, 0.03, 0.01], [-0.02, -0.04, 0.02], [-0.03, 0.08, -0.09], [-0.02, 0.02, 0.01], [0.03, 0.00, -0.07], [-0.04, -0.02, 0.02], [0.01, 0.02, 0.01], [0.04, -0.02, 0.04], [0.04, -0.03, 0.04], [0.02, 0.03, 0.06], [0.03, -0.01, 0.00], [-0.08, -0.05, 0.02], [-0.01, 0.00, 0.02], [-0.01, 0.02, 0.00], [-0.01, 0.01, -0.02], [-0.03, 0.00, 0.00], [0.05, -0.01, -0.03], [0.00, 0.04, 0.00], [0.00, -0.02, -0.02], [0.00, 0.00, -0.02], [0.00, 0.01, -0.01], [0.02, 0.00, 0.01], [0.01, -0.02, 0.03], [0.01, 0.00, 0.01], [0.01, 0.01, 0.01], [0.00, 0.02, 0.01], [0.00, -0.03, 0.01], [0.04, -0.03, -0.02], [0.01, 0.00, -0.01], [0.01, 0.01, -0.01], [0.01, 0.00, -0.02], [0.03, 0.02, -0.01], [0.01, -0.01, -0.01], [0.00, 0.00, 0.01], [-0.02, 0.03, -0.02], [0.06, 0.10, 0.03], [-0.04, -0.02, 0.00], [0.01, 0.03, -0.01], [-0.16, -0.42, -0.11], [-0.07, 0.03, -0.02], [0.07, -0.04, -0.01], [0.00, -0.03, 0.02], [-0.02, 0.01, -0.02], [0.03, 0.03, 0.02], [0.00, 0.06, 0.01], [-0.08, 0.03, 0.09], [0.05, 0.03, -0.06], [-0.05, 0.10, 0.02], [0.05, -0.06, 0.01], [0.02, 0.02, -0.04], [0.28, 0.00, -0.04], [0.01, -0.01, 0.00], [0.01, 0.00, -0.01], [0.01, 0.01, 0.00], [0.00, 0.01, 0.02], [0.00, -0.01, 0.01], [-0.01, -0.01, 0.00], [0.00, 0.01, 0.01], [0.00, -0.01, 0.01], [-0.02, -0.01, 0.01], [-0.02, -0.02, -0.05], [-0.05, 0.01, 0.02], [0.02, 0.00, 0.00], [0.00, 0.01, 0.01], [-0.03, -0.02, -0.05]],
  "mulliken_charge": [1.80, -0.92, 0.26, 0.31, -1.87, 0.97, -0.95, -1.03, -1.17, -0.19, 2.32, 0.09, -0.93, -0.46, -0.84, -0.05, 0.12, 0.50, 0.12, 0.54, 0.42, 0.55, -0.35, 0.51, 0.38, 0.42, 0.37, -0.34, -0.18, -0.82, -0.74, 0.16, 0.65, -0.48, 0.90, -0.51, -0.70, -0.63, -0.65, -0.26, 0.69, -0.59, -0.51, -0.87, -0.70, -0.25, 0.81, 0.48, -0.18, -0.85, -0.72, -0.80, 0.04, 0.84, -0.37, -0.86, -0.57, -0.88, -0.45, 0.36, -0.14, 0.28, 0.52, 0.03, 0.33, 0.32, 0.02, -0.19, 0.31, 0.43, 0.36, 0.50, 0.32, 0.35, 0.51, 0.37, 0.44, 0.24, -0.07, 0.47, 0.38, 0.41, 0.16, 0.21, 0.39, 0.39, 0.48, 0.25, -0.44, -0.65, -0.42, 0.43, -0.28, -0.73, 0.20, 0.72, -0.38, -0.81, -0.41, -0.22, -0.36, 0.25, -0.45, -0.85, -1.05, 0.52, -1.19, 0.36, 0.39, 0.39, 0.33, 0.39, 0.49, 0.41, 0.36, 0.30, 0.03, 0.39, 0.37, 0.42, 0.46],
  "e_tot_ha": -4131.043658,
  "e_above_lowest_kcal_mol": 2.74,
  "gap_ev": 5.97,
  "total_charge": -1,
  "largest_force_ev_per_a": 0.457,
  "homo_energy_ev": -3.7034,
  "lumo_ev": 2.3
}

---

No. 3
{
  "formula": "C19H22N6OS2",
  "method": "wB97M-V/def2-TZVPD",
  "symbols": ["C", "C", "C", "N", "N", "C", "N", "C", "O", "C", "N", "C", "C", "N", "C", "N", "C", "C", "C", "C", "C", "C", "C", "C", "S", "C", "C", "S", "H", "H", "H", "H", "H", "H", "H", "H", "H", "H", "H", "H", "H", "H", "H", "H", "H", "H", "H", "H", "H", "H"],
  "coordinates": [[1.69880, 4.18958, 1.88974], [2.06754, 2.71650, 2.05842], [0.86846, 1.84759, 1.99605], [0.50185, 1.05158, 2.93450], [-0.61342, 0.37504, 2.67697], [-1.11079, 0.65544, 1.51890], [-2.27051, 0.09041, 1.04936], [-2.73579, 0.34024, -0.21225], [-2.15100, 1.09509, -0.95727], [-4.06068, -0.32673, -0.57762], [-3.99666, -1.37912, -1.57956], [-3.87334, -2.72959, -1.08757], [-2.49572, -3.02210, -0.45740], [-1.54307, -2.06226, -0.96146], [-0.37399, -1.87835, -0.31404], [0.57899, -1.11298, -0.70613], [1.60361, -1.04946, 0.20004], [2.73189, -0.17059, -0.07546], [2.63554, 0.74860, -1.12057], [3.67595, 1.61723, -1.38723], [4.82951, 1.57938, -0.62009], [4.93620, 0.66381, 0.41489], [3.89737, -0.20559, 0.68863], [1.42242, -1.81189, 1.31490], [-0.08020, -2.65690, 1.25587], [-1.64904, -1.70420, -2.36139], [-3.06143, -1.14445, -2.66217], [-0.20781, 1.82865, 0.60340], [1.22002, 4.35090, 0.92648], [2.59282, 4.80541, 1.94147], [1.01463, 4.50265, 2.67505], [2.55128, 2.55021, 3.02200], [2.76017, 2.42326, 1.26606], [-2.72365, -0.56076, 1.67452], [-4.68672, 0.47195, -0.99757], [-4.55389, -0.72059, 0.31233], [-4.03534, -3.38581, -1.94685], [-4.66783, -2.92437, -0.36438], [-2.53786, -2.91778, 0.63134], [-2.17960, -4.05237, -0.67821], [1.73017, 0.77209, -1.70663], [3.58726, 2.32894, -2.19515], [5.64294, 2.25910, -0.82772], [5.83544, 0.62814, 1.01264], [3.99293, -0.91649, 1.49470], [2.04052, -1.90834, 2.18208], [-0.88184, -0.95668, -2.55819], [-1.44869, -2.58875, -2.98154], [-3.46372, -1.63274, -3.55552], [-3.01371, -0.07289, -2.84838]],
  "atomic_forces_ev_per_a": [[0.15, -0.13, 0.06], [0.11, 0.23, -0.08], [-0.37, 0.10, -0.68], [1.20, 0.49, 0.77], [-1.43, -0.85, -0.23], [0.69, 0.74, -0.30], [-0.26, -0.08, 0.11], [-0.46, -0.35, 0.45], [-0.04, 0.12, -0.36], [-0.10, 0.17, -0.33], [-0.10, 0.02, 0.15], [0.03, -0.05, 0.04], [-0.03, -0.10, -0.04], [-0.45, -0.13, -0.26], [0.26, -0.53, 1.05], [0.01, 0.24, -0.69], [-0.29, -0.67, 0.75], [0.37, 0.29, -0.16], [-0.02, -0.11, 0.09], [0.09, 0.09, -0.02], [0.06, 0.07, -0.02], [0.09, 0.03, 0.06], [-0.15, 0.02, -0.11], [-0.12, 0.05, -0.24], [0.14, 0.30, -0.65], [0.04, 0.12, -0.23], [-0.05, -0.01, -0.27], [0.27, -0.18, 0.93], [-0.04, 0.12, -0.08], [0.05, 0.12, -0.03], [-0.08, 0.07, 0.03], [-0.01, -0.09, -0.06], [0.09, -0.03, 0.05], [-0.01, 0.06, -0.11], [0.11, 0.00, 0.24], [-0.04, 0.03, 0.00], [-0.02, -0.05, 0.07], [0.03, -0.09, -0.05], [-0.06, -0.02, -0.03], [-0.03, 0.00, 0.08], [-0.06, -0.01, -0.05], [-0.01, 0.05, -0.07], [0.06, 0.05, -0.02], [0.07, 0.00, 0.04], [0.01, -0.09, 0.09], [0.20, 0.06, 0.20], [-0.06, -0.11, -0.06], [0.05, 0.06, -0.01], [0.09, 0.04, -0.01], [0.02, -0.08, -0.06]],
  "mulliken_charge": [-1.35, 0.13, 0.95, -0.54, -0.50, 0.00, 0.02, 1.06, -0.63, -1.16, 0.07, -0.92, -0.94, 0.38, 0.45, -0.49, -0.53, 1.01, -0.16, -0.71, -0.50, -0.75, -0.23, -0.57, -0.26, -0.44, -0.90, -0.13, 0.36, 0.42, 0.35, 0.28, -0.29, 0.31, 0.32, 0.39, 0.28, 0.38, 0.58, 0.49, 0.49, 0.39, 0.39, 0.39, 0.31, 0.41, 0.20, 0.48, 0.37, 0.32],
  "e_tot_ha": -1937.384292,
  "gap_ev": 8.12,
  "largest_force_ev_per_a": 1.676,
  "smiles": "CCc1nnc(NC(=O)CN2CCN(c3nc(-c4ccccc4)cs3)CC2)s1",
  "homo_energy_ev": -7.6687,
  "lumo_ev": 0.5
}

---

No. 4
{
  "formula": "C3H5N3O",
  "method": "wB97M-V/def2-TZVPD",
  "symbols": ["N", "N", "C", "C", "C", "N", "O", "H", "H", "H", "H", "H"],
  "coordinates": [[-2.46344, -0.39364, -0.16962], [-1.59257, 0.75903, -0.11389], [-0.32920, 0.53371, -0.24094], [0.93618, 1.20862, -0.17192], [1.79051, 0.24366, -0.16233], [1.31909, -1.08700, -0.11148], [-0.05410, -0.91698, -0.40123], [-2.04115, -1.30127, 0.43426], [-3.29155, 0.08638, 0.17063], [1.21976, 2.30314, 0.16713], [2.86653, 0.17158, -0.08024], [1.63995, -1.60723, 0.67962]],
  "atomic_forces_ev_per_a": [[2.14, -0.65, 1.47], [1.76, -0.28, -0.52], [-3.49, -2.78, 0.45], [-0.98, 4.00, 0.87], [3.86, -4.00, 1.17], [-0.19, 2.45, -3.08], [0.46, 0.86, 1.40], [-1.71, 3.43, -1.80], [-0.24, -1.23, 0.44], [-1.05, -2.47, -1.35], [0.18, 1.06, 0.16], [-0.75, -0.39, 0.79]],
  "mulliken_charge": [-0.46, -0.45, 0.72, -0.56, -0.20, -0.16, -0.32, 0.26, 0.27, 0.26, 0.39, 0.25],
  "e_tot_ha": -356.653540,
  "e_above_lowest_kcal_mol": 127.91,
  "gap_ev": 8.73,
  "largest_force_ev_per_a": 5.679,
  "smiles": "N/N=c1/cc[nH]o1",
  "homo_energy_ev": -7.9990,
  "lumo_ev": 0.7
}

---

No. 5
{
  "formula": "C5H12O2",
  "method": "wB97M-V/def2-TZVPD",
  "symbols": ["C", "C", "C", "C", "C", "H", "H", "H", "H", "H", "H", "H", "H", "O", "H", "H", "O", "H", "H"],
  "coordinates": [[0.52222, -2.78735, -0.18537], [-0.01621, -1.69593, -0.74397], [-0.95385, -0.80364, -0.09823], [-1.36930, 0.35789, -0.59293], [-2.29815, 1.31373, 0.08685], [1.10051, -3.49919, -0.75861], [0.19529, -3.11645, 0.80792], [0.35331, -1.44626, -1.74243], [-1.39568, -1.11472, 0.85070], [-0.96084, 0.79962, -1.50522], [-2.63997, 0.96192, 1.04495], [-3.09098, 1.61379, -0.59133], [-1.73884, 2.23599, 0.23812], [1.13174, 2.58400, -0.06205], [1.95097, 2.63909, -0.59101], [1.29230, 1.82220, 0.52786], [1.97111, 0.10184, 1.21410], [1.21725, -0.46093, 0.98290], [2.67614, -0.27562, 0.67411]],
  "atomic_forces_ev_per_a": [[-1.03, -0.26, 0.26], [1.05, -0.49, -0.27], [-0.56, 0.14, 0.18], [0.08, 0.84, -0.07], [0.72, 0.16, -0.44], [0.32, 0.24, 0.06], [0.21, 0.14, -0.27], [-0.39, 0.15, 0.13], [0.19, -0.14, -0.08], [0.09, -0.58, -0.02], [-0.41, -0.17, 0.24], [-0.44, -0.22, 0.10], [0.14, 0.14, 0.20], [0.59, -0.17, -0.23], [-0.65, 0.00, 0.42], [0.07, 0.21, -0.24], [-0.04, -0.22, -0.14], [0.02, 0.10, 0.08], [0.04, 0.11, 0.12]],
  "mulliken_charge": [-0.69, -0.26, -0.13, 0.05, -1.21, 0.28, 0.25, 0.22, 0.25, 0.25, 0.35, 0.34, 0.28, -0.64, 0.27, 0.40, -0.74, 0.39, 0.33],
  "e_tot_ha": -348.147614,
  "e_above_lowest_kcal_mol": 35.90,
  "gap_ev": 9.69,
  "largest_force_ev_per_a": 1.192,
  "smiles": "C=C/C=C/C.O.O",
  "homo_energy_ev": -8.8531,
  "lumo_ev": 0.8
}